C2CrLiO4 as an isolated structure at a distorted geometry, computed with ωB97M-V/def2-TZVPD.

XYZ file:
```
8
C2CrLiO4, DFT ωB97M-V/def2-TZVPD
O -0.32 -0.02 0.59
Li -1.11 -1.83 0.48
O -1.48 1.51 -0.63
O -2.33 -0.51 -0.12
C -1.48 0.43 -0.04
C 1.24 -0.27 -0.13
O 2.19 -0.46 0.59
Cr 3.30 1.17 -0.75
```

Values from the calculation:
* largest force on an atom: 3.01 eV Å⁻¹
* frontier orbital gap (alpha / beta): 5.693 / 6.020 eV
* LUMO energy (alpha / beta): -2.125 / -1.799 eV
* E_HOMO (alpha / beta): -7.8 / -7.8 eV
* 2S+1: 6